## one
The following is a DFT calculation (ωB97M-V with the def2-TZVPD basis set) of a structure of composition C5H8N4.

The multiplicity is 1. Its gap between HOMO and LUMO is 0.3093 Ha.

Each line ends with the natural charge from an NBO analysis.
Cartesian coordinates (Å):
C1 -1.646 -0.346 -1.045  -0.12
C2 0.100 0.204 0.146  -0.14
C3 -0.563 -0.906 -0.434  0.01
C4 -0.486 1.382 -0.197  0.25
C5 1.574 -0.775 1.113  -0.17
N1 -1.524 1.059 -0.980  -0.52
N2 0.013 -2.159 -0.106  -0.44
N3 1.326 -1.953 0.456  -0.52
N4 -0.130 2.731 -0.011  -0.84
H1 -2.467 -0.756 -1.504  0.20
H2 2.545 -0.360 0.914  0.20
H3 1.419 -0.728 2.266  0.17
H4 -2.283 1.730 -1.200  0.41
H5 -0.571 -2.636 0.664  0.35
H6 2.028 -2.486 -0.110  0.39
H7 0.485 2.796 0.837  0.39
H8 0.179 3.201 -0.808  0.38

***

## two
The following is a DFT calculation (ωB97M-V with the def2-TZVPD basis set) of an isolated molecule of C5H8N4.

The multiplicity is 1. Its gap between HOMO and LUMO is 0.3570 Ha.

Each line ends with the natural charge from an NBO analysis.
Cartesian coordinates (Å):
H1 -4.055 -1.359 -0.223  0.35
N1 -3.722 -0.331 -0.093  -0.68
C1 -2.439 -0.417 -0.089  0.27
N2 -1.695 0.713 0.064  -0.60
C2 -0.293 0.686 0.219  0.48
N3 0.312 -0.476 0.481  -0.53
C3 1.584 -0.194 0.019  0.39
C4 2.482 -1.325 -0.065  -0.65
N4 1.966 0.968 -0.287  -0.43
C5 0.709 1.708 0.023  -0.36
H2 -1.799 -1.343 -0.247  0.19
H3 -2.292 1.439 0.254  0.41
H4 2.803 -1.441 0.916  0.23
H5 3.307 -1.155 -0.739  0.23
H6 1.806 -2.147 -0.307  0.23
H7 0.399 2.359 -0.799  0.23
H8 0.926 2.315 0.871  0.25

***

It is one that is the least stable of them.

***

## one
The following is a DFT calculation (ωB97M-V with the def2-TZVPD basis set) of a structure of composition C22H44N5O6SZr.

The multiplicity is 1. As for the total charge: +1. Its gap between HOMO and LUMO is 0.2973 Ha.

Each line ends with the Löwdin charge.
Cartesian coordinates (Å):
Zr1 0.046 0.254 -0.251  1.91
C1 -2.894 0.968 1.228  -0.04
O1 -1.554 0.475 1.517  -0.31
C2 -1.703 -0.774 2.236  -0.17
C3 -0.352 -1.325 2.552  -0.16
O2 0.389 -1.408 1.323  -0.36
C4 1.453 -2.391 1.420  -0.02
H1 -3.337 1.307 2.164  0.11
H2 -3.477 0.165 0.781  0.10
H3 -2.820 1.783 0.520  0.07
H4 -2.256 -1.474 1.605  0.11
H5 -2.260 -0.585 3.157  0.15
H6 -0.462 -2.326 2.972  0.14
H7 0.214 -0.695 3.247  0.14
H8 2.015 -2.203 2.336  0.11
H9 2.095 -2.245 0.560  0.07
H10 0.988 -3.377 1.433  0.08
O3 -1.729 -0.761 -3.333  -0.23
S1 -2.000 -0.103 -2.105  0.41
O4 -3.301 0.398 -1.826  -0.24
O5 -0.925 1.035 -1.856  -0.49
O6 -1.482 -0.974 -0.897  -0.49
C5 6.482 1.770 -0.397  -0.03
C6 5.183 1.319 0.210  -0.24
C7 4.990 1.374 1.587  0.00
C8 3.785 0.978 2.155  -0.27
C9 3.540 1.093 3.632  -0.03
C10 2.798 0.486 1.309  -0.07
C11 2.981 0.343 -0.069  -0.30
C12 4.177 0.815 -0.611  -0.01
N1 1.944 -0.247 -0.843  -0.15
C13 2.252 -0.979 -2.129  -0.58
C14 1.271 -2.155 -2.223  -0.04
C15 2.070 -0.044 -3.322  -0.03
C16 3.655 -1.612 -2.151  -0.04
H11 6.967 2.526 0.219  0.08
H12 6.331 2.181 -1.394  0.08
H13 7.172 0.929 -0.489  0.09
H14 5.783 1.755 2.220  0.13
H15 4.108 0.341 4.183  0.09
H16 2.485 0.953 3.872  0.07
H17 3.847 2.068 4.011  0.09
H18 1.854 0.230 1.783  0.09
H19 4.332 0.812 -1.678  0.10
H20 0.238 -1.902 -1.990  0.04
H21 1.571 -2.961 -1.550  0.09
H22 1.269 -2.546 -3.241  0.11
H23 1.026 0.247 -3.460  0.07
H24 2.392 -0.546 -4.236  0.10
H25 2.669 0.862 -3.206  0.08
H26 3.978 -1.929 -1.159  0.09
H27 4.421 -0.961 -2.563  0.08
H28 3.615 -2.497 -2.786  0.09
C17 -0.784 3.332 0.243  -0.16
C18 -0.655 4.873 0.268  -0.14
N2 0.692 5.271 -0.111  -0.15
C19 1.615 4.781 0.904  -0.14
C20 1.426 3.261 1.141  -0.13
N3 0.556 2.686 0.073  -0.21
C21 1.148 3.119 -1.236  -0.14
C22 1.027 4.651 -1.389  -0.13
H29 -1.409 3.008 -0.589  0.11
H30 -1.196 2.961 1.180  0.10
H31 -0.850 5.261 1.270  0.13
H32 -1.379 5.325 -0.409  0.13
H33 1.461 5.333 1.832  0.12
H34 2.632 4.983 0.565  0.13
H35 0.946 3.050 2.101  0.13
H36 2.383 2.754 1.121  0.09
H37 0.644 2.602 -2.051  0.10
H38 2.189 2.792 -1.216  0.11
H39 0.249 4.908 -2.108  0.13
H40 1.966 5.067 -1.756  0.13
N4 -1.072 -4.652 1.186  -0.07
N5 -1.974 -3.710 0.591  -0.05
H41 -0.861 -5.417 0.552  0.07
H42 -1.538 -5.055 1.988  0.07
H43 -2.679 -4.172 0.025  0.08
H44 -1.444 -3.106 -0.019  0.03

***

## two
The following is a DFT calculation (ωB97M-V with the def2-TZVPD basis set) of a structure of composition C22H44N5O6SZr.

The multiplicity is 1. As for the total charge: +1. Its gap between HOMO and LUMO is 0.3190 Ha.

Each line ends with the Löwdin charge.
Cartesian coordinates (Å):
Zr1 -0.143 0.088 -0.292  1.91
C1 2.518 -0.039 1.998  -0.07
O1 1.317 0.641 1.611  -0.33
C2 1.197 1.892 2.307  -0.15
C3 0.217 2.727 1.532  -0.15
O2 -0.870 1.859 1.212  -0.33
C4 -2.159 2.435 1.530  -0.04
H1 2.485 -0.261 3.066  0.11
H2 3.389 0.585 1.790  0.10
H3 2.587 -0.949 1.417  0.06
H4 2.173 2.382 2.348  0.13
H5 0.851 1.694 3.325  0.15
H6 0.648 3.108 0.603  0.13
H7 -0.129 3.569 2.132  0.14
H8 -2.188 2.634 2.602  0.11
H9 -2.917 1.716 1.248  0.08
H10 -2.307 3.344 0.951  0.11
O3 -3.076 2.385 -1.243  -0.25
S1 -2.375 1.197 -1.602  0.38
O4 -2.717 0.555 -2.841  -0.28
O5 -0.828 1.468 -1.612  -0.46
O6 -2.355 0.169 -0.459  -0.48
C5 3.507 4.240 -0.413  -0.04
C6 2.824 3.225 -1.291  -0.25
C7 2.401 3.563 -2.571  0.02
C8 1.797 2.626 -3.414  -0.23
C9 1.300 3.025 -4.775  -0.03
C10 1.603 1.337 -2.939  -0.02
C11 1.996 0.964 -1.653  -0.35
C12 2.628 1.919 -0.857  -0.02
N1 1.689 -0.361 -1.145  -0.17
C13 2.633 -1.425 -1.594  -0.61
C14 2.559 -1.696 -3.103  -0.03
C15 2.323 -2.716 -0.837  -0.04
C16 4.074 -1.016 -1.274  -0.03
H11 4.488 4.503 -0.811  0.09
H12 3.655 3.857 0.597  0.07
H13 2.927 5.161 -0.349  0.09
H14 2.543 4.578 -2.926  0.13
H15 0.307 3.472 -4.694  0.09
H16 1.221 2.163 -5.436  0.08
H17 1.957 3.758 -5.240  0.08
H18 1.079 0.624 -3.564  0.12
H19 3.006 1.642 0.116  0.09
H20 1.562 -1.994 -3.432  0.07
H21 3.243 -2.506 -3.357  0.09
H22 2.855 -0.821 -3.679  0.08
H23 1.267 -2.998 -0.885  0.06
H24 2.600 -2.634 0.215  0.06
H25 2.898 -3.541 -1.256  0.10
H26 4.361 -0.122 -1.827  0.09
H27 4.758 -1.818 -1.556  0.10
H28 4.204 -0.821 -0.208  0.07
C17 -1.791 -0.822 2.389  -0.14
C18 -2.168 -1.805 3.521  -0.13
N2 -1.889 -3.180 3.122  -0.15
C19 -2.488 -3.412 1.812  -0.13
C20 -1.767 -2.574 0.735  -0.15
N3 -0.926 -1.515 1.381  -0.22
C21 0.151 -2.205 2.150  -0.14
C22 -0.448 -3.350 2.998  -0.14
H29 -1.243 0.037 2.773  0.11
H30 -2.668 -0.459 1.856  0.11
H31 -3.228 -1.711 3.762  0.13
H32 -1.606 -1.594 4.432  0.12
H33 -3.544 -3.146 1.865  0.13
H34 -2.427 -4.473 1.571  0.13
H35 -2.470 -2.088 0.072  0.08
H36 -1.105 -3.189 0.124  0.11
H37 0.608 -1.457 2.793  0.10
H38 0.901 -2.577 1.455  0.09
H39 0.007 -3.354 3.990  0.13
H40 -0.256 -4.323 2.545  0.13
N4 -1.951 -2.205 -2.234  0.00
N5 -0.722 -1.478 -2.033  -0.11
H41 -1.973 -2.512 -3.202  0.10
H42 -2.691 -1.513 -2.150  0.05
H43 -0.578 -0.819 -2.803  0.08
H44 0.032 -2.152 -2.098  0.05

***

It is one that is the least stable of them.